No. 1
{
  "formula": "C20H34N5OSScSi2Te",
  "method": "ωB97M-V/def2-TZVPD",
  "orbital_gap_ev": [5.681, 7.247],
  "total_energy_ha": -3137.35098,
  "de_lowest_kcal_mol": 8.3,
  "s_squared": 0.76,
  "spin_multiplicity": 2,
  "lumo_energy_ev": [-3.02, -3.21],
  "charge": 1,
  "elements": ["C", "H", "C", "N", "H", "Sc", "Te", "C", "N", "N", "H", "H", "H", "H", "N", "H", "H", "H", "H", "H", "C", "H", "C", "H", "C", "C", "C", "H", "H", "H", "Si", "H", "H", "H", "C", "H", "C", "O", "C", "H", "H", "C", "C", "H", "H", "H", "C", "H", "Si", "S", "C", "H", "H", "C", "N", "H", "C", "H", "C", "H", "H", "C", "H", "H", "C"],
  "coordinates": [[-0.440, 1.751, -2.693], [-0.926, -5.711, 4.324], [-3.333, -3.075, -1.728], [-0.547, -0.431, 3.197], [2.142, 2.045, 0.237], [0.308, -1.251, 0.275], [-0.338, 1.521, -0.570], [-3.982, -2.172, 0.398], [0.619, -3.782, 1.434], [-1.659, -2.114, -0.307], [-4.718, -1.928, 1.153], [-3.575, -3.563, -2.662], [0.921, -4.070, 4.724], [1.818, 2.884, -1.291], [1.118, 0.483, 4.442], [-1.102, 4.727, -0.335], [-0.678, 0.699, -5.712], [0.739, -1.154, -2.178], [-0.374, 2.828, -2.862], [2.631, 6.098, 1.373], [-2.621, -1.871, 0.651], [3.202, 0.846, -4.164], [1.435, 2.685, -0.291], [-1.256, -2.940, -2.169], [-0.481, -5.168, 3.501], [0.541, -4.261, 3.731], [-2.046, -2.727, -1.458], [-0.426, 6.173, 0.405], [0.441, 2.064, -5.785], [1.876, -2.835, 2.746], [0.802, 0.784, -3.722], [-0.628, -4.757, 0.133], [2.004, 0.953, 4.473], [-5.372, -3.006, -0.976], [-2.182, -1.290, 1.849], [2.920, 1.042, -2.434], [0.348, 1.011, -5.508], [1.148, -3.078, 0.408], [1.090, -3.574, 2.672], [-0.342, 3.084, 2.310], [0.214, 4.618, 2.976], [-4.337, -2.767, -0.773], [0.685, -0.049, 3.266], [-2.873, -1.045, 2.645], [1.424, -1.632, -3.724], [1.012, 0.438, -6.160], [-0.924, -5.376, 2.203], [-1.453, 1.449, -2.973], [1.112, 4.267, 0.692], [1.901, -0.179, 1.995], [0.519, 3.755, 2.382], [2.681, 2.405, -3.536], [1.308, 3.230, 2.926], [2.726, 5.184, 0.782], [-0.885, -1.000, 1.978], [0.181, 5.632, -1.158], [0.643, -1.024, -3.262], [0.427, 0.703, 5.139], [2.556, 1.326, -3.424], [-0.326, -1.428, -3.558], [3.503, 4.569, 1.242], [-0.176, 5.288, -0.184], [3.066, 5.469, -0.216], [-1.709, -6.082, 1.977], [-0.353, -4.668, 1.171]],
  "nbo_charge": [-1.135, 0.245, -0.290, -0.409, 0.263, 1.605, 0.579, -0.203, 0.038, -0.684, 0.231, 0.233, 0.254, 0.248, -0.804, 0.240, 0.245, 0.143, 0.259, 0.250, 0.105, 0.254, -1.111, 0.203, -0.131, -0.211, 0.041, 0.252, 0.249, 0.275, 1.651, 0.252, 0.406, 0.230, -0.001, 0.239, -1.118, -0.667, 0.055, 0.240, 0.250, -0.170, 0.301, 0.222, 0.258, 0.250, -0.209, 0.258, 1.649, -0.416, -1.125, 0.247, 0.239, -1.117, -0.525, 0.240, -1.059, 0.407, -1.127, 0.245, 0.243, -1.127, 0.242, 0.250, 0.050]
}

=====

No. 2
{
  "formula": "C5H9N",
  "method": "ωB97M-V/def2-TZVPD",
  "orbital_gap_ev": 3.552,
  "total_energy_ha": -250.43390,
  "de_lowest_kcal_mol": 146.2,
  "lumo_energy_ev": -2.47,
  "charge": 0,
  "elements": ["H", "H", "C", "H", "H", "H", "H", "C", "C", "C", "H", "C", "H", "H", "N"],
  "coordinates": [[-0.242, 1.124, -0.030], [-0.550, 0.104, -1.423], [0.046, 0.187, -0.514], [-0.358, -0.599, 0.175], [-4.099, -1.586, -1.221], [0.923, 1.245, 1.614], [3.423, 0.689, 0.058], [1.994, 1.293, 1.446], [1.475, 0.190, -0.699], [-3.408, -1.638, -0.353], [1.949, -0.291, -1.544], [2.354, 0.744, 0.257], [-3.516, -2.564, 0.241], [2.615, 1.835, 2.140], [-2.606, -0.732, -0.147]],
  "nbo_charge": [0.238, 0.262, -0.713, 0.299, 0.156, 0.193, 0.210, -0.275, 0.009, -0.196, 0.204, -0.300, 0.155, 0.212, -0.454]
}

=====

No. 3
{
  "formula": "C6H12N3",
  "method": "ωB97M-V/def2-TZVPD",
  "orbital_gap_ev": 8.943,
  "total_energy_ha": -399.67778,
  "de_lowest_kcal_mol": 127.5,
  "smiles": "C=NC1=C[C@H](C)[NH2+]N1C",
  "lumo_energy_ev": -3.85,
  "charge": 1,
  "elements": ["H", "H", "H", "C", "H", "N", "C", "C", "C", "C", "N", "H", "N", "H", "H", "C", "H", "H", "H", "H", "H"],
  "coordinates": [[-0.518, 2.238, -0.652], [-3.564, -0.032, 0.261], [-1.300, -1.411, 1.658], [1.592, 0.474, -1.324], [-2.375, -0.829, -0.978], [1.482, -1.490, 1.080], [-1.464, 0.547, 0.494], [0.592, -0.636, 0.794], [-0.719, -0.664, 0.994], [-2.689, 0.107, -0.381], [0.857, 0.878, -0.206], [2.333, -0.372, -1.214], [-0.489, 1.238, -0.478], [3.174, -0.568, 1.679], [3.137, -2.418, 1.783], [2.654, -1.435, 1.485], [2.134, 1.321, -1.746], [-3.003, 0.808, -1.078], [0.926, 0.243, -2.119], [-1.844, 1.157, 1.276], [-0.916, 0.843, -1.328]],
  "nbo_charge": [0.444, 0.261, 0.283, -0.458, 0.232, -0.445, -0.057, 0.366, -0.286, -0.646, -0.290, 0.243, -0.368, 0.173, 0.201, 0.077, 0.216, 0.224, 0.180, 0.241, 0.408]
}

=====

No. 4
{
  "formula": "C20H34N4O6",
  "method": "ωB97M-V/def2-TZVPD",
  "orbital_gap_ev": 8.973,
  "total_energy_ha": -1452.65319,
  "smiles": "O=[N+]([O-])c1ccccc1.COCCOC.COCCOC.CC#N.CC#N.CC#N",
  "lumo_energy_ev": -0.42,
  "charge": 0,
  "elements": ["C", "H", "N", "H", "C", "H", "C", "H", "H", "O", "C", "H", "C", "H", "H", "C", "N", "H", "C", "N", "H", "H", "H", "O", "C", "C", "H", "H", "H", "H", "H", "H", "O", "C", "H", "C", "H", "H", "C", "H", "C", "C", "H", "H", "H", "O", "H", "H", "H", "C", "H", "C", "O", "C", "C", "H", "H", "C", "H", "O", "C", "H", "H", "N"],
  "coordinates": [[-21.492, -1.108, -0.150], [-14.266, 4.482, -3.931], [-21.575, 1.313, 3.658], [-17.450, 3.114, -0.184], [-17.292, -0.866, 0.088], [-17.455, 4.120, -3.161], [-20.110, 1.494, 3.246], [-23.106, 2.465, -1.881], [-23.075, 0.369, 0.138], [-15.911, 3.387, -4.299], [-22.268, 5.745, -0.136], [-16.354, 2.411, 2.976], [-15.052, 4.072, -3.389], [-21.478, 1.831, -1.525], [-23.608, -1.214, -0.315], [-22.070, 2.661, -2.007], [-20.442, -1.506, -0.221], [-22.869, 0.887, -3.624], [-16.388, -0.083, 0.934], [-15.702, 0.264, 1.804], [-18.767, 1.920, -3.327], [-15.703, 4.866, -2.917], [-22.122, 4.805, -2.308], [-21.772, 2.639, -3.362], [-19.167, 0.748, 3.906], [-17.431, 2.151, 3.077], [-17.225, 1.090, -3.686], [-17.762, -1.565, 0.748], [-19.508, -0.061, 4.538], [-16.851, -1.219, -0.811], [-20.594, 4.124, -1.733], [-17.796, 3.494, -4.718], [-17.333, 1.804, -1.838], [-17.685, 1.942, -3.179], [-14.774, 3.303, -2.632], [-24.520, 3.592, 1.652], [-24.247, 4.422, 0.988], [-17.051, 0.429, 4.405], [-22.837, -0.697, 0.273], [-22.051, 1.531, -5.096], [-18.086, 2.652, -0.981], [-18.387, 2.904, 2.440], [-18.828, 1.976, -0.421], [-25.305, 3.949, 2.305], [-22.954, -0.960, 1.253], [-22.541, 1.416, 2.859], [-20.502, 3.329, 2.148], [-22.936, 5.848, 0.667], [-21.078, 0.646, -3.842], [-21.940, 1.368, -4.018], [-21.319, 6.267, 0.198], [-17.808, 1.021, 3.826], [-21.634, 1.013, 4.824], [-25.184, 2.632, 0.728], [-19.752, 2.594, 2.523], [-22.742, 6.161, -1.017], [-18.166, 3.795, 1.885], [-21.747, 4.059, -1.626], [-23.647, 3.147, 2.065], [-22.086, 4.352, -0.264], [-17.206, 3.241, -3.828], [-18.036, -0.300, -0.438], [-18.671, 3.420, -1.494], [-25.723, 1.809, 0.105]],
  "nbo_charge": [0.311, 0.190, 0.534, 0.194, -0.732, 0.155, 0.014, 0.175, 0.266, -0.542, -0.248, 0.246, -0.239, 0.167, 0.255, -0.079, -0.370, 0.174, 0.326, -0.386, 0.171, 0.158, 0.189, -0.554, -0.161, -0.169, 0.201, 0.263, 0.232, 0.260, 0.157, 0.191, -0.548, -0.098, 0.182, -0.714, 0.245, 0.243, -0.717, 0.201, -0.270, -0.228, 0.178, 0.250, 0.253, -0.423, 0.242, 0.177, 0.174, -0.255, 0.175, -0.209, -0.336, 0.306, -0.209, 0.178, 0.217, -0.069, 0.277, -0.549, -0.096, 0.272, 0.175, -0.372]
}

=====

No. 5
{
  "formula": "C5H6N2",
  "method": "ωB97M-V/def2-TZVPD",
  "orbital_gap_ev": 9.017,
  "total_energy_ha": -303.50746,
  "de_lowest_kcal_mol": 80.7,
  "lumo_energy_ev": 0.87,
  "charge": 0,
  "elements": ["H", "H", "C", "H", "C", "C", "H", "N", "H", "C", "C", "H", "N"],
  "coordinates": [[-2.201, 0.973, -0.786], [-1.998, 1.417, 0.912], [1.077, 1.182, 0.045], [1.578, -2.043, 0.308], [-0.220, 0.677, -0.199], [1.198, -1.091, 0.069], [1.248, 2.219, 0.110], [-0.138, -0.599, -0.338], [-2.145, -1.173, -0.762], [-1.702, 0.657, 0.147], [-1.542, -0.790, 0.097], [-1.599, -1.361, 1.213], [1.889, 0.050, 0.060]],
  "nbo_charge": [0.216, 0.250, -0.144, 0.216, 0.153, 0.102, 0.211, -0.348, 0.213, -0.467, -0.198, 0.213, -0.417]
}

=====

No. 6
{
  "formula": "C28H40NO2Pb",
  "method": "ωB97M-V/def2-TZVPD",
  "orbital_gap_ev": 5.639,
  "total_energy_ha": -1488.88159,
  "lumo_energy_ev": 2.13,
  "charge": -1,
  "elements": ["C", "C", "H", "H", "Pb", "C", "H", "H", "C", "C", "H", "C", "H", "C", "C", "H", "C", "H", "H", "H", "C", "H", "C", "C", "C", "H", "H", "C", "H", "H", "C", "C", "C", "H", "H", "C", "H", "H", "C", "N", "H", "C", "O", "H", "H", "H", "C", "H", "H", "H", "H", "C", "C", "C", "H", "H", "H", "H", "C", "H", "C", "H", "H", "C", "H", "C", "H", "H", "H", "H", "O", "H"],
  "coordinates": [[1.259, -2.550, 1.240], [-2.360, 0.460, 3.212], [-3.269, 1.958, 0.353], [0.161, 4.091, 1.390], [0.049, 0.389, 1.153], [-0.055, 0.481, -6.749], [0.078, 3.282, -1.555], [-1.145, 0.524, -6.558], [0.978, -1.559, 2.161], [1.178, -1.500, -6.441], [2.001, -4.563, 0.916], [0.150, 1.330, -3.483], [1.651, -0.443, 5.089], [0.253, -0.045, -8.162], [-0.913, 1.540, -2.384], [-2.175, 0.419, 4.286], [2.187, 1.852, 2.863], [3.532, 1.298, 1.147], [2.637, 1.325, 3.704], [-0.753, -1.306, 7.610], [-2.935, 1.279, 1.136], [-1.881, -1.808, 4.800], [1.867, 2.766, 0.766], [-2.553, -0.657, 2.339], [-1.096, -2.386, 5.322], [-1.378, 3.649, -2.505], [0.583, 0.757, -8.827], [0.881, 3.310, 1.643], [0.346, 1.504, -6.611], [2.291, -5.024, 3.371], [1.326, -1.142, -7.936], [1.758, -3.805, 1.659], [-2.905, -0.148, 1.052], [1.202, -2.014, -8.589], [-1.528, -2.786, 6.248], [1.078, 2.748, 2.936], [0.887, -0.629, -2.780], [-2.781, 1.608, -3.489], [1.623, -3.058, 3.944], [0.041, -1.570, 5.698], [-0.797, -3.222, 4.679], [-2.584, 1.648, 2.463], [0.526, -0.408, -5.753], [1.089, -2.381, 0.167], [-2.924, 1.096, -1.794], [0.571, -2.419, -6.338], [0.835, 0.420, -2.474], [0.673, -0.281, 7.225], [2.045, 3.082, -0.263], [2.147, -1.678, -5.951], [1.790, 0.807, -2.096], [-0.258, -0.717, 6.834], [2.666, 1.850, 1.517], [1.122, -1.816, 3.521], [0.145, 0.005, 4.245], [2.321, -0.722, -8.136], [-0.931, 0.114, 6.545], [-2.496, -1.708, 2.623], [-2.303, 1.021, -2.695], [0.769, 2.196, -3.747], [-0.932, 2.936, -1.800], [-0.659, -0.486, -8.585], [-2.560, 2.661, 2.863], [1.931, -4.059, 3.022], [-0.206, 0.760, -4.342], [0.735, -0.862, 4.624], [0.527, 3.015, 3.839], [-1.536, 2.955, -0.887], [-3.182, -0.740, 0.178], [-2.277, -0.030, -3.003], [-0.229, 0.601, -1.478], [1.707, -3.216, 5.028]],
  "lowdin_charge": [-0.179, -0.223, 0.064, 0.078, 1.531, -0.193, 0.077, 0.120, -0.288, -0.183, 0.081, -0.080, 0.120, -0.160, -0.542, 0.065, -0.230, 0.075, 0.075, 0.071, -0.264, 0.067, -0.278, -0.239, -0.093, 0.090, 0.104, -0.255, 0.119, 0.085, -0.159, -0.118, -0.258, 0.105, 0.077, -0.216, 0.115, 0.087, -0.079, -0.286, 0.080, -0.216, -0.190, 0.073, 0.070, 0.118, -0.142, 0.081, 0.066, 0.119, 0.119, -0.114, -0.243, -0.268, 0.094, 0.105, 0.080, 0.074, -0.012, 0.123, -0.015, 0.105, 0.080, -0.114, 0.071, -0.187, 0.082, 0.074, 0.073, 0.092, -0.271, 0.111]
}

=====

No. 7
{
  "formula": "C5H9NO",
  "method": "ωB97M-V/def2-TZVPD",
  "orbital_gap_ev": 8.729,
  "total_energy_ha": -325.78062,
  "de_lowest_kcal_mol": 98.5,
  "lumo_energy_ev": 0.93,
  "charge": 0,
  "elements": ["H", "C", "H", "H", "N", "H", "C", "H", "H", "H", "C", "C", "O", "H", "H", "C"],
  "coordinates": [[0.346, 1.347, 2.216], [1.503, 0.631, -0.384], [2.371, 0.902, 0.219], [-2.014, -0.076, -0.341], [-1.464, -0.843, -0.750], [1.523, 1.201, -1.325], [-0.394, 1.430, 1.406], [1.473, -1.285, -1.686], [-2.418, -2.398, -1.239], [1.698, -1.495, 0.077], [0.145, 0.644, 0.264], [1.224, -0.883, -0.702], [-1.932, -2.144, -0.438], [-0.548, 2.496, 1.218], [-1.328, 0.997, 1.785], [-0.186, -0.522, -0.322]],
  "nbo_charge": [0.221, -0.392, 0.186, 0.347, -0.333, 0.203, -0.645, 0.198, 0.469, 0.211, -0.055, -0.409, -0.571, 0.215, 0.217, 0.138]
}

=====

No. 8
{
  "formula": "C13H25N2Tb",
  "method": "ωB97M-V/def2-TZVPD",
  "orbital_gap_ev": [7.638, 8.133],
  "total_energy_ha": -1443.64471,
  "s_squared": 12.74,
  "spin_multiplicity": 7,
  "lumo_energy_ev": [-8.01, -7.52],
  "charge": 2,
  "elements": ["C", "H", "H", "N", "C", "N", "H", "C", "H", "H", "Tb", "C", "H", "C", "H", "H", "H", "C", "H", "H", "H", "H", "C", "C", "C", "H", "C", "H", "C", "H", "H", "C", "H", "H", "H", "H", "H", "H", "H", "C", "H"],
  "coordinates": [[-2.938, 0.451, 1.721], [2.168, 3.121, 1.213], [-2.922, 1.153, -1.623], [1.612, 1.327, 0.137], [-2.798, 1.134, -0.513], [0.655, -1.621, 0.843], [0.445, -0.590, -4.344], [-3.135, 0.042, 0.335], [-2.914, -0.225, 2.545], [-3.434, -0.903, -0.093], [-0.634, 0.490, 0.810], [-1.080, -1.790, -3.617], [0.689, -0.083, 2.344], [1.258, 2.537, 0.949], [-1.247, 0.247, -3.805], [3.126, 2.103, -1.183], [2.042, -1.266, 2.431], [-0.290, -2.424, 1.641], [2.959, -0.307, 0.104], [3.082, 0.745, 1.552], [0.198, -3.139, 2.327], [2.155, 0.732, -1.802], [-0.623, -0.626, -4.020], [2.124, 1.657, -1.209], [2.379, 0.250, 0.858], [-2.034, -1.761, -3.091], [1.467, -0.654, 1.716], [0.737, 2.222, 1.874], [-2.465, 1.816, 1.752], [1.846, -1.866, -0.883], [-0.956, -2.992, 0.978], [-2.484, 2.271, 0.369], [-2.173, 3.264, -0.007], [0.758, -3.236, -0.520], [-0.385, -2.668, -3.647], [-0.934, -1.763, 2.242], [0.554, 3.166, 0.365], [2.283, -2.992, 0.471], [1.430, 2.324, -1.730], [1.453, -2.492, -0.074], [-1.975, 2.347, 2.582]],
  "lowdin_spin": [-0.016, 0.000, 0.000, -0.015, -0.017, -0.014, 0.000, -0.014, 0.000, 0.000, 6.152, 0.000, -0.007, -0.010, 0.000, 0.000, 0.000, -0.005, 0.000, 0.000, 0.000, 0.000, 0.000, 0.001, -0.001, 0.000, -0.013, -0.005, -0.016, 0.000, 0.000, -0.017, 0.000, 0.000, 0.000, -0.003, 0.000, 0.000, 0.000, 0.000, 0.000]
}